Record 1
This record from the Open Molecules 2025 dataset describes 9 unconnected molecules or ions with the total composition C26H31N9O4 at a distorted geometry. The level of theory is the ωB97M-V functional and the def2-TZVPD basis.

Its LUMO energy is -0.65 eV. The value obtained for the orbital gap is 0.3236 Ha. As for the total energy: -1802.83884 Ha. For the relative energy (zero: lowest compared OMol25 entry of this formula, charge and spin), the calculation gives 16.08 kcal per mole. The calculation puts the highest occupied orbital energy at -9.5 eV.

Structure (XYZ):
```
70
Properties=species:S:1:pos:R:3:forces:R:3:lowdin_charge:R:1
O 4.1402 26.8395 12.9362 -0.379 0.093 0.219 0.0838
N 5.3452 26.7112 12.8657 -0.687 0.023 0.078 -0.3708
O 6.0867 27.5102 12.3469 0.551 0.077 -0.188 0.0959
C 5.8942 25.4895 13.4302 0.426 -1.268 0.392 -0.1646
C 6.7388 24.7312 12.6426 0.838 1.149 0.151 -0.0149
C 7.3474 23.6311 13.2022 -0.292 -0.841 -0.830 -0.0777
C 6.9585 23.1485 14.4296 -0.156 0.117 0.320 -0.0975
C 6.0430 23.8644 15.2047 0.627 0.280 -0.198 -0.0723
C 5.5357 25.0659 14.7157 -0.302 0.470 -0.783 -0.0090
H 7.0665 25.0967 11.6777 -0.263 -0.042 -0.063 0.1265
H 8.0364 23.0560 12.5947 0.093 0.064 0.132 0.1005
H 7.3691 22.2000 14.7450 -0.007 0.177 0.269 0.0508
H 5.8651 23.5096 16.2103 -0.459 0.132 0.018 0.1014
H 4.8298 25.7247 15.2055 0.035 -0.312 0.509 0.1182
O 5.7194 14.9901 14.6279 -0.199 -0.042 -0.432 0.0467
N 6.8372 14.7659 14.1907 -0.119 -0.304 0.615 -0.3405
O 7.0831 14.2067 13.1454 0.021 0.214 0.124 0.0970
C 7.9420 15.1642 15.0710 0.598 -0.008 0.425 -0.1634
C 9.2291 14.7383 14.8123 -0.457 0.091 -0.171 -0.0039
C 10.2281 15.1785 15.6664 0.666 0.110 -0.431 -0.0714
C 9.9984 16.1405 16.6266 -0.612 -0.355 0.084 -0.0763
C 8.6736 16.5262 16.9069 1.209 -0.668 0.432 -0.0848
C 7.6590 15.9364 16.1956 -0.763 0.490 -0.559 -0.0188
H 9.4172 14.1138 13.9507 0.092 -0.062 0.086 0.1235
H 11.2469 14.8305 15.5443 -0.072 -0.034 -0.211 0.1104
H 10.8714 16.4840 17.1658 -0.262 0.269 0.266 0.1074
H 8.4857 17.1587 17.7637 -0.213 0.113 -0.100 0.1057
H 6.6225 16.1298 16.4344 0.048 0.101 -0.031 0.1007
C 1.9841 18.0080 19.9878 -0.501 0.597 0.784 -0.0707
C 3.4333 17.9984 19.9472 0.033 -0.551 -0.576 -0.2757
N 4.5711 17.9766 19.7973 0.072 -0.010 0.194 0.1539
H 1.6133 18.6150 19.1634 -0.023 -0.130 -0.072 0.0774
H 1.6709 18.4740 20.9273 0.032 0.164 -0.132 0.0847
H 1.5084 17.0307 20.0095 0.385 -0.187 -0.360 0.0825
C 5.2875 20.9395 20.0574 0.383 -0.629 1.158 -0.0901
C 4.1377 21.1982 19.2236 -0.278 0.679 -0.300 -0.3010
N 3.2399 21.3767 18.5258 0.233 -0.126 0.238 0.1471
H 6.0490 20.4200 19.4814 0.017 -0.039 0.046 0.0639
H 4.9724 20.2862 20.8739 0.006 -0.344 -0.312 0.0673
H 5.7471 21.7479 20.6250 -0.282 0.644 -0.718 0.0861
C 3.0503 14.6957 16.7436 -0.043 0.018 -0.003 -0.0596
C 2.7333 16.1338 16.7027 0.049 -0.682 0.212 -0.2545
N 2.5300 17.2606 16.6245 -0.039 0.033 0.105 0.1476
H 2.7600 14.2500 15.7946 0.308 0.037 -0.133 0.0861
H 2.5470 14.1087 17.5110 -0.331 0.532 0.180 0.0790
H 4.1120 14.5662 16.9411 0.109 0.053 -0.359 0.0704
C 9.5167 19.5552 16.1425 -0.628 0.953 -0.393 -0.0760
C 9.7479 20.6667 15.2142 0.809 -0.383 0.579 -0.2771
N 9.9636 21.4861 14.4453 -0.103 0.390 -0.347 0.1540
H 10.4076 19.0004 16.4155 0.084 -0.117 -0.535 0.0758
H 8.7679 19.0069 15.5670 0.119 -0.741 0.620 0.0375
H 9.1155 19.9547 17.0755 -0.280 -0.056 -0.108 0.0816
C 8.0337 19.5829 11.5405 0.226 0.807 0.383 -0.0639
C 8.5108 18.5433 12.4366 -0.348 -0.201 -0.316 -0.2706
N 8.8565 17.7398 13.1778 0.149 -0.141 0.206 0.1645
H 7.0497 19.4094 11.1154 -0.004 -0.332 0.116 0.0869
H 8.7486 19.7940 10.7480 0.043 -0.159 0.002 0.0843
H 7.9660 20.4718 12.1758 -0.107 0.070 -0.221 0.0532
C 3.4367 22.1276 13.7357 -0.815 -0.684 -0.591 -0.0640
C 3.9435 22.3776 12.3913 0.390 0.761 0.751 -0.2840
N 4.3524 22.6164 11.3498 0.114 -0.085 -0.512 0.1374
H 2.4621 21.6760 13.5166 0.055 -0.249 0.585 0.0857
H 3.2443 22.9936 14.3620 0.342 0.270 -0.319 0.0783
H 4.0904 21.4210 14.2404 -0.073 -0.033 0.060 0.0469
C 5.5569 19.0092 16.7771 -0.390 0.540 -0.279 -0.0639
C 6.0040 19.5693 15.5108 0.476 -0.464 0.544 -0.2463
N 6.2754 19.9637 14.4728 0.237 0.293 -0.612 0.1884
H 6.2923 18.8710 17.5652 0.388 -0.046 -0.370 0.0617
H 5.0896 18.0625 16.5102 -0.338 0.093 0.477 0.0576
H 4.8557 19.7660 17.1389 -0.438 -0.575 0.205 0.0550
```
Positions in Å, forces in eV/Å.

---

Record 2
This record from the Open Molecules 2025 dataset describes 2 unconnected molecules or ions with the total composition C26H31NO4 at a distorted geometry. The level of theory is the ωB97M-V functional and the def2-TZVPD basis.

Its LUMO energy is -0.80 eV. The value obtained for the orbital gap is 0.3199 Ha. As for the total energy: -1364.98216 Ha. For the relative energy (zero: lowest compared OMol25 entry of this formula, charge and spin), the calculation gives 63.97 kcal per mole. The calculation puts the highest occupied orbital energy at -9.5 eV.

Structure (XYZ):
```
62
Properties=species:S:1:pos:R:3:forces:R:3:lowdin_charge:R:1
O -4.8255 -0.8651 2.7456 0.072 -0.084 -0.217 0.0988
C -4.2896 -1.3718 1.7758 -0.289 0.320 0.722 -0.2821
C -5.0040 -1.4547 0.4795 -0.214 0.013 -0.263 -0.0840
C -6.2907 -0.9289 0.3677 -0.152 0.033 -0.172 0.0004
C -6.9523 -0.9668 -0.8532 0.143 -0.031 0.091 -0.0602
C -6.3321 -1.5280 -1.9668 0.144 -0.042 0.109 -0.0603
C -5.0571 -2.0683 -1.8550 -0.217 0.071 -0.106 -0.0003
C -4.3923 -2.0385 -0.6300 -0.303 0.139 -0.085 -0.0851
C -3.0398 -2.6335 -0.5168 0.417 -0.405 -0.624 -0.2820
O -2.5286 -3.1912 -1.4722 -0.130 0.143 0.174 0.0989
C -2.3182 -2.5330 0.7725 0.207 -0.016 0.163 -0.0882
C -1.0298 -3.0570 0.8831 0.014 0.112 0.226 0.0085
C -0.3299 -2.9387 2.0791 -0.102 -0.216 -0.234 -0.0549
C -0.9163 -2.2957 3.1674 -0.254 0.067 -0.185 -0.0459
C -2.2053 -1.7850 3.0656 0.237 -0.036 0.126 0.0002
C -2.9121 -1.9068 1.8693 0.261 -0.057 0.070 -0.0898
H -6.7759 -0.4860 1.2303 0.195 -0.068 0.002 0.1202
H -7.9513 -0.5534 -0.9393 0.080 -0.032 0.017 0.1064
H -6.8446 -1.5458 -2.9225 0.043 -0.012 0.076 0.1063
H -4.5807 -2.5087 -2.7239 0.081 -0.010 0.194 0.1200
H -0.5683 -3.5538 0.0366 -0.181 0.070 0.000 0.1205
H 0.6802 -3.3444 2.1639 -0.674 0.201 -0.071 0.0660
H -0.3668 -2.1948 4.0974 -0.035 -0.032 -0.067 0.1085
H -2.6562 -1.2887 3.9180 -0.116 -0.043 -0.181 0.1189
C 0.3315 2.9714 -5.2949 1.056 -0.134 -1.123 -0.1199
O 0.8810 2.7912 -3.9744 -1.881 -0.153 -0.481 -0.2240
C -0.1345 2.5909 -2.9725 0.558 0.658 1.543 -0.2170
C 0.2220 3.5319 -1.7215 -1.236 0.174 0.114 -0.1740
C 0.1514 2.7452 -0.3403 -0.336 -0.376 -0.513 -0.2116
C 1.4869 1.9831 0.0710 -0.114 0.515 1.148 -0.2087
C 2.8320 2.7739 -0.2256 0.406 -0.933 -0.389 -0.2124
C 4.0850 2.1931 0.5954 -0.060 0.768 -0.841 -0.2089
C 4.3591 0.6495 0.3205 0.857 0.263 1.576 -0.1637
C 3.9214 -0.2577 1.5864 0.438 -0.501 -1.727 -0.2844
C 5.1524 -1.1024 2.1904 -1.055 -0.026 -0.861 -0.1616
N 4.4629 -2.1835 2.9755 -1.098 1.064 -0.656 0.0288
C 3.1853 -2.4419 2.3171 -0.918 -0.820 0.224 -0.3697
O 2.4066 -3.3182 2.7068 2.337 1.939 -0.522 0.0214
C 3.0005 -1.4547 1.0561 2.251 -0.657 1.944 -0.0414
H -0.7586 2.6943 -5.3925 1.154 0.395 0.288 0.0873
H 0.9260 2.3022 -6.0084 -0.858 0.806 0.912 0.0931
H 0.5279 4.0388 -5.6428 -0.527 -1.208 0.492 0.0933
H -1.1809 2.8712 -3.3086 1.293 -0.481 0.041 0.1197
H -0.1265 1.5213 -2.5985 -0.040 0.972 -0.679 0.1195
H 1.1855 4.0881 -1.9091 -0.928 -0.866 0.255 0.1027
H -0.5953 4.3330 -1.6745 1.153 -0.945 -0.065 0.1093
H -0.6506 1.9370 -0.4705 0.911 1.115 0.259 0.1076
H -0.2571 3.4307 0.4750 0.920 -0.837 -0.943 0.1109
H 1.4790 0.9331 -0.3593 0.235 1.320 0.265 0.1002
H 1.4413 1.8444 1.2088 -0.001 0.042 -1.424 0.1148
H 2.7072 3.8907 -0.0438 0.131 -1.427 -0.137 0.1174
H 3.1057 2.6156 -1.3257 -0.466 0.470 1.331 0.1178
H 3.9665 2.4214 1.7064 0.110 -0.503 -1.353 0.1094
H 5.0012 2.7835 0.2473 -1.222 -0.711 0.500 0.1069
H 3.9356 0.2633 -0.6553 0.219 0.606 1.190 0.1164
H 5.4934 0.5141 0.2470 -1.448 0.209 -0.075 0.1098
H 3.4318 0.3241 2.4222 0.435 -0.507 -1.012 0.1375
H 5.9444 -0.4956 2.7296 -1.209 -0.863 -0.344 0.1314
H 5.6479 -1.6609 1.3370 -0.325 0.918 0.819 0.1215
H 4.2758 -1.8998 3.9447 0.215 -0.511 -0.371 0.1295
H 1.9519 -1.2349 0.7152 1.204 -0.434 0.489 0.1162
H 3.6917 -1.9484 0.2937 -1.394 0.578 0.359 0.1337
```
Positions in Å, forces in eV/Å.